Molecular formula: C22H24BeFN3NaO12PS
Method: DFT, ωB97M-V/def2-TZVPD

Properties
E_HOMO (eV): -7.32
Energy (eV): -79886.5129

```
66
C22H24BeFN3NaO12PS, DFT ωB97M-V/def2-TZVPD
C 4.83012 -3.73408 2.58768
O 5.06635 -3.24455 1.23711
C 3.87358 -2.88416 0.57351
C 3.61250 -1.29697 0.59995
C 4.74607 -0.31255 0.41190
O 6.07979 -0.77075 0.20756
C 6.48060 -0.31884 -1.02250
N 7.04884 0.00407 -1.97676
C 4.53156 1.13713 0.42077
C 3.09117 1.78404 0.59854
N 3.01045 3.21019 0.58388
C 1.68947 3.53911 0.72407
P 1.33009 5.39619 0.68210
O 2.55031 6.18767 0.30379
O 0.02926 5.77065 -0.28165
O 0.86812 5.80255 2.23821
C 0.51430 2.60385 0.86925
C -0.97542 3.12184 0.97775
C -1.90161 2.17810 1.84322
C -2.38507 0.84647 1.12123
C -3.90776 0.61920 1.59042
C -2.41872 0.90900 -0.45603
N 0.67379 1.24361 0.91741
C 1.99021 0.82469 0.77703
C 2.24430 -0.67560 0.78044
O 1.14611 -1.50269 0.96539
H 5.31893 -3.08286 3.37774
H 5.29345 -4.76774 2.64037
H 3.73513 -3.82466 2.86906
H 4.01862 -3.16675 -0.52294
H 2.95948 -3.50850 0.91952
H 5.46051 1.82023 0.26703
H 0.16768 5.33338 -1.14841
H 1.16117 6.71901 2.42833
H -1.40041 3.37305 -0.04323
H -0.94412 4.12025 1.52175
H -2.80831 2.79793 2.12668
H -1.36295 1.89689 2.78977
H -1.80875 -0.01524 1.55070
H -4.22659 -0.43001 1.35682
H -4.03997 0.92116 2.66328
H -4.57408 1.30657 0.98177
H -2.53908 -0.16033 -0.81582
H -1.48502 1.29987 -0.94099
H -3.35948 1.43635 -0.80415
H 0.94314 -1.93579 0.07300
F 2.08810 -4.54548 2.59685
Na 4.91333 2.39521 -1.26418
C -1.50831 -3.23862 -4.29296
C -1.51105 -2.09167 -3.61599
C -2.51848 -1.04158 -3.88823
O -2.51971 0.00598 -3.27159
C -3.52340 -1.31567 -4.93994
C -3.52096 -2.46256 -5.61726
C -2.51335 -3.51302 -5.34531
O -2.51164 -4.55902 -5.96076
H -0.77895 -4.01720 -4.10762
H -0.78384 -1.87539 -2.84273
H -4.25269 -0.53699 -5.12472
H -4.24787 -2.67909 -6.39001
O -6.51650 -0.07908 3.22019
S -6.59020 -1.54148 3.16372
O -5.61568 -2.03949 2.18633
O -7.93666 -1.95723 2.76117
O -6.29132 -2.09470 4.48785
Be 1.81141 -3.38390 -0.31938
```